*one*
{
  "formula": "C4H8NO3",
  "method": "wB97M-V/def2-TZVPD",
  "elements": ["C", "C", "O", "N", "H", "H", "H", "H", "H", "C", "C", "O", "O", "H", "H", "H"],
  "coordinates": [[-0.359, -2.204, 0.446], [0.205, -1.691, 1.670], [1.000, -2.341, 2.281], [-0.393, -0.534, 2.174], [-0.204, -0.236, 3.106], [-0.974, -0.049, 1.482], [-1.455, -2.286, 0.538], [-0.029, -3.143, 0.202], [-0.342, -1.300, -0.260], [0.651, 2.524, -1.846], [-0.026, 1.214, -1.598], [-1.246, 1.031, -1.699], [0.663, 0.430, -0.927], [1.786, 2.486, -1.593], [0.118, 3.221, -1.112], [0.606, 2.879, -2.864]],
  "nbo_charge": [-0.7676, 0.6956, -0.6504, -0.8634, 0.3892, 0.4145, 0.2107, 0.2186, 0.3222, -0.7152, 0.7286, -0.7904, -0.7965, 0.2025, 0.2097, 0.1919],
  "total_charge": -1,
  "orbital_gap_ev": 7.8,
  "e_homo_ha": -0.14358
}

*two*
{
  "formula": "C4H8NO3",
  "method": "wB97M-V/def2-TZVPD",
  "elements": ["C", "C", "O", "N", "H", "H", "H", "H", "H", "C", "C", "O", "O", "H", "H", "H"],
  "coordinates": [[1.679, -0.906, -0.858], [1.449, -0.190, -2.139], [0.389, 0.279, -2.481], [2.602, 0.024, -2.877], [2.312, -0.291, -0.220], [2.255, -1.843, -0.895], [2.533, 0.360, -3.832], [3.470, -0.400, -2.598], [0.824, -1.143, -0.245], [-2.656, 1.100, 2.742], [-2.305, -0.076, 1.746], [-2.820, 0.016, 0.616], [-1.540, -0.953, 2.208], [-2.198, 1.997, 2.337], [-2.248, 0.859, 3.728], [-3.746, 1.169, 2.768]],
  "nbo_charge": [-0.7378, 0.6678, -0.5741, -0.8525, 0.2272, 0.2102, 0.3931, 0.3782, 0.2856, -0.7512, 0.7696, -0.7860, -0.8084, 0.1952, 0.1895, 0.1936],
  "total_charge": -1,
  "orbital_gap_ev": 6.7,
  "e_homo_ha": -0.13384
}

*three*
{
  "formula": "C4H8NO3",
  "method": "wB97M-V/def2-TZVPD",
  "elements": ["O", "C", "O", "C", "C", "C", "O", "N", "H", "H", "H", "H", "H", "H", "H", "H"],
  "coordinates": [[-2.458, -0.878, 0.816], [-1.393, -0.961, 0.170], [-1.220, -1.553, -0.877], [-0.188, -0.164, 0.768], [0.571, 0.881, -0.163], [1.901, 0.154, -0.562], [-0.059, 1.441, -1.153], [0.605, -0.459, 1.820], [-2.090, 0.340, -2.401], [0.686, 1.610, 0.691], [1.725, -0.918, -0.604], [2.356, 0.731, -1.357], [2.564, 0.303, 0.301], [-0.546, 0.260, 1.826], [0.112, -0.915, 2.599], [-2.565, 0.128, -1.875]],
  "nbo_charge": [-0.7490, 0.7432, -0.6117, -0.0108, 0.1427, -0.6550, -0.8402, -0.4836, 0.0144, 0.0895, 0.2061, 0.2236, 0.1817, 0.4293, 0.3368, -0.0172],
  "total_charge": -1,
  "orbital_gap_ev": 5.6,
  "e_homo_ha": -0.12502
}

Most stable to least stable, the ends of the list are *two* and *three*.

*one*
{
  "formula": "C4H8NO3",
  "method": "wB97M-V/def2-TZVPD",
  "elements": ["C", "C", "O", "N", "H", "H", "H", "H", "H", "C", "C", "O", "O", "H", "H", "H"],
  "coordinates": [[-0.401, -2.050, 0.364], [0.140, -1.512, 1.645], [1.018, -2.179, 2.196], [-0.476, -0.378, 2.050], [-0.376, 0.033, 2.964], [-0.741, 0.328, 1.388], [-1.537, -1.986, 0.228], [-0.049, -2.981, 0.152], [0.102, -1.550, -0.465], [0.627, 2.721, -1.898], [-0.084, 1.302, -1.630], [-1.327, 1.221, -1.776], [0.570, 0.559, -0.878], [1.714, 2.802, -1.821], [0.200, 3.380, -1.138], [0.237, 3.056, -2.880]],
  "nbo_charge": [-0.7377, 0.6937, -0.6499, -0.8402, 0.3750, 0.4257, 0.2092, 0.2108, 0.3000, -0.7454, 0.7680, -0.7882, -0.8068, 0.1932, 0.2012, 0.1913],
  "total_charge": -1,
  "orbital_gap_ev": 8.2,
  "e_homo_ha": -0.15495
}

*two*
{
  "formula": "C4H8NO3",
  "method": "wB97M-V/def2-TZVPD",
  "elements": ["C", "C", "O", "O", "H", "H", "H", "C", "C", "O", "N", "H", "H", "H", "H", "H"],
  "coordinates": [[2.296, 0.980, -1.386], [2.432, 1.215, 0.123], [1.367, 1.547, 0.723], [3.568, 1.085, 0.604], [3.051, 0.286, -1.743], [2.444, 1.933, -1.901], [1.310, 0.592, -1.657], [-2.756, -1.446, 0.493], [-1.278, -1.083, 0.403], [-0.469, -1.901, -0.005], [-0.962, 0.163, 0.801], [0.017, 0.514, 0.783], [-1.673, 0.762, 1.177], [-3.373, -0.594, 0.767], [-2.868, -2.196, 1.274], [-3.105, -1.856, -0.455]],
  "nbo_charge": [-0.7303, 0.7765, -0.8327, -0.7526, 0.1992, 0.1964, 0.2005, -0.7045, 0.6591, -0.6546, -0.8240, 0.4654, 0.3688, 0.1909, 0.2199, 0.2219],
  "total_charge": -1,
  "orbital_gap_ev": 7.9,
  "e_homo_ha": -0.15902
}

Most stable to least stable, the ends of the list are *two* and *one*.

*one*
{
  "formula": "C6H12N2",
  "method": "wB97M-V/def2-TZVPD",
  "elements": ["C", "C", "C", "C", "C", "C", "N", "N", "H", "H", "H", "H", "H", "H", "H", "H", "H", "H", "H", "H"],
  "coordinates": [[-0.579, -1.335, 0.160], [-2.489, 0.159, -0.708], [-1.917, -0.685, 0.410], [0.512, -0.314, 0.429], [1.800, -0.827, -0.236], [0.667, 2.187, 0.178], [-1.792, 0.712, 0.332], [0.081, 0.958, -0.253], [-0.327, -2.202, 0.742], [-0.480, -1.594, -0.884], [-1.930, -0.101, -1.603], [-3.463, 0.486, -0.880], [-2.664, -1.173, 1.131], [0.632, -0.152, 1.513], [2.617, -0.203, -0.163], [1.685, -0.761, -1.265], [1.966, -1.838, 0.035], [-0.173, 3.022, -0.012], [1.148, 2.449, 1.199], [1.364, 2.396, -0.703]],
  "nbo_charge": [-0.4228, -0.2797, -0.1100, -0.0628, -0.6110, -0.4717, -0.2555, -0.2863, 0.2217, 0.2084, 0.1950, 0.2026, 0.2085, 0.1791, 0.2130, 0.2135, 0.2108, 0.2311, 0.1943, 0.2216],
  "orbital_gap_ev": [9.3, 9.3],
  "e_homo_ha": [-0.31469, -0.31470]
}

*two*
{
  "formula": "C6H12N2",
  "method": "wB97M-V/def2-TZVPD",
  "elements": ["C", "C", "C", "N", "N", "C", "C", "C", "H", "H", "H", "H", "H", "H", "H", "H", "H", "H", "H", "H"],
  "coordinates": [[0.662, 0.631, 0.096], [-1.507, 0.023, 1.835], [0.490, -0.718, 0.662], [1.897, 0.775, -0.662], [1.296, -1.699, 0.160], [-0.625, -0.977, 1.463], [-0.738, 0.973, -0.824], [-0.849, 0.143, -1.947], [0.636, 1.379, 0.887], [1.719, 0.558, -1.638], [2.257, 1.718, -0.606], [1.276, -2.610, 0.589], [2.183, -1.373, -0.203], [-0.901, -2.014, 1.630], [-0.806, 2.043, -1.043], [-1.177, 1.033, 2.034], [-1.501, 0.760, 0.032], [-2.452, -0.238, 2.293], [-0.621, -0.915, -1.872], [-1.240, 0.508, -2.887]],
  "nbo_charge": [-0.0746, -0.4472, 0.1872, -0.8589, -0.7884, -0.3107, -0.4831, -0.3881, 0.2113, 0.3709, 0.3712, 0.3874, 0.4096, 0.2038, 0.2047, 0.1891, 0.2470, 0.2014, 0.1830, 0.1845],
  "orbital_gap_ev": [7.9, 6.7],
  "e_homo_ha": [-0.26742, -0.22827]
}

*three*
{
  "formula": "C6H12N2",
  "method": "wB97M-V/def2-TZVPD",
  "elements": ["C", "C", "N", "C", "N", "C", "C", "C", "H", "H", "H", "H", "H", "H", "H", "H", "H", "H", "H", "H"],
  "coordinates": [[1.687, 0.878, 0.191], [2.882, 0.374, -0.568], [-0.677, 0.399, -0.190], [0.289, -0.392, 0.219], [-1.078, 1.464, 0.581], [-2.059, -0.790, -0.475], [0.648, -1.648, 0.379], [-3.303, -0.449, -0.173], [-1.687, 2.061, 0.034], [-1.544, 1.174, 1.438], [1.337, 1.834, -0.189], [1.829, 0.966, 1.266], [-1.819, -1.734, -0.950], [1.672, -1.900, 0.600], [-0.069, -2.449, 0.311], [3.680, 1.125, -0.570], [3.295, -0.536, -0.134], [2.625, 0.180, -1.610], [-4.159, -1.033, -0.495], [-3.551, 0.478, 0.336]],
  "nbo_charge": [-0.3899, -0.6280, -0.2666, 0.2401, -0.6214, -0.0736, -0.5383, -0.4742, 0.3648, 0.3430, 0.2047, 0.1957, 0.1997, 0.2180, 0.2014, 0.2084, 0.2008, 0.2074, 0.2166, 0.1915],
  "orbital_gap_ev": 9.2,
  "e_homo_ha": -0.29998
}

Most stable to least stable, the ends of the list are *two* and *three*.

*one*
{
  "formula": "C6H12N2",
  "method": "wB97M-V/def2-TZVPD",
  "elements": ["C", "C", "C", "C", "C", "C", "H", "H", "H", "H", "H", "H", "H", "H", "H", "H", "H", "H", "N", "N"],
  "coordinates": [[-1.883, 0.603, 0.764], [-0.533, 0.119, -0.087], [0.839, 0.840, 0.065], [1.773, 0.318, -1.236], [1.160, -1.071, -1.026], [1.234, -0.180, 0.959], [-3.171, -0.215, -0.368], [-3.114, -1.073, 1.526], [-2.066, 1.641, 0.316], [-1.423, 1.026, 1.814], [-0.851, 0.112, -1.114], [0.922, 1.934, 0.154], [1.685, 0.472, -2.208], [2.814, 0.608, -0.878], [0.636, -1.506, -1.833], [1.739, -2.001, -0.881], [2.168, -0.599, 1.187], [0.941, 0.095, 1.911], [-3.100, -0.084, 0.820], [0.228, -1.039, 0.114]],
  "nbo_charge": [-0.2157, -0.0767, -0.2017, -0.4265, -0.2807, -0.2793, 0.3654, 0.3868, 0.1895, 0.1712, 0.1633, 0.2057, 0.2017, 0.2033, 0.2031, 0.2099, 0.2067, 0.2019, -0.8327, -0.3950],
  "orbital_gap_ev": 9.6,
  "e_homo_ha": -0.31588
}

*two*
{
  "formula": "C6H12N2",
  "method": "wB97M-V/def2-TZVPD",
  "elements": ["C", "C", "C", "C", "C", "C", "H", "H", "H", "H", "H", "H", "H", "H", "H", "H", "H", "H", "N", "N"],
  "coordinates": [[-2.070, -0.499, 0.002], [-0.663, 0.184, -0.076], [0.344, -0.419, -0.857], [1.396, 0.629, -0.714], [0.290, -0.324, 1.075], [0.696, -1.416, 0.126], [-1.766, -1.691, 0.415], [-2.435, -0.212, -0.948], [-2.560, 0.039, 0.807], [-0.086, 2.094, 0.537], [-1.376, 2.162, -0.554], [0.040, -0.853, -1.926], [2.427, 0.436, -1.054], [1.195, 1.546, -1.174], [2.216, 0.294, 1.079], [0.176, -0.403, 2.263], [1.840, -1.818, -0.253], [-0.115, -2.190, 0.296], [-0.944, 1.685, 0.157], [1.394, 0.755, 0.797]],
  "nbo_charge": [-0.5977, 0.1414, -0.2982, -0.2387, -0.0769, -0.4226, 0.1930, 0.2110, 0.2324, 0.3956, 0.3575, 0.2047, 0.1917, 0.2003, 0.3488, 0.2259, 0.2134, 0.2229, -0.8720, -0.6324],
  "orbital_gap_ev": 10.0,
  "e_homo_ha": -0.33087
}

Most stable to least stable, the ends of the list are *two* and *one*.

*one*
{
  "formula": "C6H12N2",
  "method": "wB97M-V/def2-TZVPD",
  "elements": ["C", "N", "C", "C", "C", "N", "C", "C", "H", "H", "H", "H", "H", "H", "H", "H", "H", "H", "H", "H"],
  "coordinates": [[0.535, -1.701, 1.421], [0.905, -0.865, 0.303], [-0.219, -0.317, -0.512], [-0.552, -1.257, -1.772], [0.227, 1.000, -1.070], [-0.692, 2.138, -1.469], [0.009, 2.283, -0.422], [0.330, 3.100, 0.782], [0.908, -1.272, 2.310], [-0.544, -1.511, 1.509], [0.767, -2.738, 1.393], [1.527, -1.313, -0.388], [-1.188, -0.338, 0.114], [-1.041, -0.618, -2.576], [-1.335, -2.032, -1.458], [0.370, -1.796, -2.147], [1.048, 0.597, -1.691], [-0.276, 3.954, 0.836], [1.378, 3.233, 0.697], [0.185, 2.512, 1.694]],
  "nbo_charge": [-0.4065, -0.6411, -0.0619, -0.6470, -0.1597, -0.3350, 0.2845, -0.6667, 0.1838, 0.1841, 0.1892, 0.3561, 0.1897, 0.2250, 0.2128, 0.2002, 0.1751, 0.2307, 0.2440, 0.2428],
  "orbital_gap_ev": 9.7,
  "e_homo_ha": -0.31701,
  "smiles": "CN[C@H](C)[C@H]1N=C1C"
}

*two*
{
  "formula": "C6H12N2",
  "method": "wB97M-V/def2-TZVPD",
  "elements": ["C", "C", "C", "N", "C", "N", "H", "H", "H", "H", "H", "H", "C", "C", "H", "H", "H", "H", "H", "H"],
  "coordinates": [[-0.173, 2.535, 0.217], [-0.190, 1.249, -0.521], [0.856, 0.638, -1.137], [0.413, -0.516, -1.709], [-0.952, -0.543, -1.467], [-1.334, 0.510, -0.778], [0.826, 2.976, 0.255], [-0.498, 2.521, 1.251], [-0.810, 3.235, -0.332], [1.888, 0.795, -0.866], [0.764, -1.056, -2.477], [-1.821, -1.116, -1.759], [0.027, -1.999, 1.628], [0.985, -1.357, 2.655], [0.111, -1.591, 0.624], [0.246, -3.047, 1.412], [-0.983, -1.886, 2.009], [1.624, -2.061, 3.179], [1.724, -0.710, 2.179], [0.345, -0.866, 3.382]],
  "nbo_charge": [-0.6358, 0.0983, -0.1225, -0.5381, 0.1384, -0.4583, 0.2146, 0.2237, 0.2256, 0.2142, 0.4197, 0.2235, -0.6167, -0.6160, 0.2095, 0.1990, 0.2079, 0.2024, 0.2033, 0.2072],
  "orbital_gap_ev": 9.6,
  "e_homo_ha": -0.31951,
  "smiles": "Cc1c[nH]cn1.CC"
}

*three*
{
  "formula": "C6H12N2",
  "method": "wB97M-V/def2-TZVPD",
  "elements": ["C", "C", "C", "N", "C", "N", "H", "H", "H", "H", "H", "H", "C", "C", "H", "H", "H", "H", "H", "H"],
  "coordinates": [[-2.125, -0.544, -1.483], [-1.382, -0.293, -0.212], [-1.322, 0.748, 0.671], [-0.491, 0.325, 1.662], [-0.085, -0.952, 1.377], [-0.628, -1.344, 0.264], [-2.707, 0.338, -1.794], [-2.797, -1.387, -1.397], [-1.418, -0.519, -2.321], [-1.719, 1.744, 0.621], [-0.195, 0.849, 2.467], [0.722, -1.266, 2.034], [2.868, 0.669, -0.155], [2.280, 0.898, -1.554], [2.671, 1.551, 0.458], [2.559, -0.243, 0.361], [3.946, 0.526, -0.276], [1.198, 0.786, -1.549], [2.704, 0.158, -2.240], [2.561, 1.874, -1.935]],
  "nbo_charge": [-0.6357, 0.0868, -0.1183, -0.5210, 0.1633, -0.4639, 0.2093, 0.2315, 0.2259, 0.2173, 0.4107, 0.1954, -0.6062, -0.6047, 0.1961, 0.2046, 0.1997, 0.2073, 0.2014, 0.2004],
  "orbital_gap_ev": 9.5,
  "e_homo_ha": -0.31731,
  "smiles": "Cc1c[nH]cn1.CC"
}

Most stable to least stable, the ends of the list are *three* and *one*.

*one*
{
  "formula": "C6H12N2",
  "method": "wB97M-V/def2-TZVPD",
  "elements": ["H", "N", "C", "N", "C", "C", "C", "C", "C", "H", "H", "H", "H", "H", "H", "H", "H", "H", "H", "H"],
  "coordinates": [[2.379, -1.478, -0.692], [2.081, -0.541, -0.960], [1.071, -0.177, -0.248], [0.316, -1.041, 0.641], [-0.041, -2.411, 0.296], [0.402, 1.095, -0.199], [1.111, 2.400, -0.346], [-0.842, 0.919, 0.418], [-2.040, 0.220, -0.157], [0.349, -0.825, 1.630], [-0.406, -2.950, 1.172], [0.793, -2.974, -0.133], [-0.831, -2.406, -0.456], [0.653, 3.022, -1.124], [1.079, 2.974, 0.588], [2.162, 2.252, -0.611], [-1.156, 1.726, 1.095], [-2.558, -0.371, 0.604], [-1.774, -0.411, -1.006], [-2.747, 0.977, -0.514]],
  "nbo_charge": [0.3287, -0.6908, 0.3924, -0.6459, -0.4108, -0.1295, -0.6371, -0.0331, -0.6461, 0.3960, 0.2068, 0.1876, 0.1904, 0.2170, 0.2181, 0.2351, 0.1705, 0.2107, 0.2133, 0.2267],
  "orbital_gap_ev": [8.1, 8.1],
  "e_homo_ha": [-0.28097, -0.28099],
  "smiles": "[H]/N=C(NC)/C(C)=C\\C"
}

*two*
{
  "formula": "C6H12N2",
  "method": "wB97M-V/def2-TZVPD",
  "elements": ["C", "C", "C", "N", "C", "N", "H", "H", "H", "H", "H", "H", "C", "C", "H", "H", "H", "H", "H", "H"],
  "coordinates": [[-2.446, -0.307, 1.106], [-1.341, 0.244, 0.337], [-0.380, 0.981, 0.972], [0.530, 1.394, -0.018], [-0.149, 1.035, -1.279], [-1.174, 0.243, -1.048], [-3.148, 0.529, 1.284], [-2.097, -0.741, 2.010], [-2.995, -1.056, 0.592], [-0.183, 1.454, 1.877], [1.454, 1.432, 0.139], [0.050, 1.537, -2.229], [1.663, -1.425, -0.776], [2.482, -1.514, 0.488], [1.511, -2.373, -1.388], [0.717, -0.980, -0.879], [2.104, -0.832, -1.560], [3.278, -0.734, 0.604], [3.062, -2.413, 0.616], [1.781, -1.364, 1.309]],
  "nbo_charge": [-0.6375, 0.0920, -0.1068, -0.5601, 0.1759, -0.4479, 0.2196, 0.2202, 0.2276, 0.2150, 0.4007, 0.2109, -0.6494, -0.6267, 0.2077, 0.2339, 0.1986, 0.1975, 0.2171, 0.2117],
  "orbital_gap_ev": 9.4,
  "e_homo_ha": -0.30988,
  "smiles": "Cc1c[nH]cn1.CC"
}

Most stable to least stable, the ends of the list are *two* and *one*.